Entry 1:
Formula: C22H20BrCl3GeN4O2PtS
Source: OMol25
Level of theory: wB97M-V/def2-TZVPD

Computed properties:
2S+1: 1
HOMO-LUMO gap, eV: 5.6
M, g mol⁻¹: 858.446
Net charge: +2

Positions of all 55 atoms, in Å:
Pt1 0.38 1.56 -1.65
N1 2.41 1.33 -1.90
N2 3.20 2.45 -1.59
C1 2.67 3.66 -1.68
N3 3.45 4.71 -1.51
S1 1.00 3.87 -1.99
H1 2.66 0.53 -1.30
H2 2.54 1.04 -2.87
H3 4.20 2.31 -1.53
H4 4.44 4.63 -1.35
H5 3.04 5.64 -1.50
Cl1 -4.44 0.64 -3.55
C2 -4.11 1.20 -1.92
Cl2 -4.49 -0.07 -0.74
Cl3 -4.99 2.67 -1.54
C3 -2.67 1.47 -1.79
N4 -1.57 1.66 -1.62
Ge1 0.55 0.80 0.81
C4 -0.66 2.15 1.57
C5 -0.08 3.22 2.26
C6 -0.90 4.21 2.79
C7 -2.28 4.13 2.64
C8 -2.85 3.05 1.96
C9 -2.05 2.05 1.44
C10 0.07 -0.89 1.66
C11 1.00 -1.39 2.57
C12 0.86 -2.68 3.06
C13 -0.21 -3.47 2.64
C14 -1.15 -2.96 1.76
C15 -1.03 -1.67 1.27
H6 1.97 1.17 1.27
H7 1.00 3.28 2.38
H8 -0.46 5.04 3.32
H9 -2.91 4.89 3.07
H10 -3.93 2.98 1.86
H11 -2.50 1.20 0.94
H12 1.84 -0.77 2.89
H13 1.59 -3.07 3.76
H14 -0.32 -4.47 3.04
H15 -1.99 -3.57 1.45
H16 -1.77 -1.28 0.58
Br1 0.25 -7.35 -1.74
C16 0.43 -5.49 -1.61
C17 -0.55 -4.67 -2.17
C18 -0.41 -3.30 -2.09
C19 0.70 -2.75 -1.44
C20 1.66 -3.58 -0.85
C21 1.52 -4.95 -0.94
C22 0.86 -1.30 -1.38
O1 1.67 -0.80 -0.54
O2 0.15 -0.57 -2.18
H17 -1.40 -5.12 -2.67
H18 -1.14 -2.64 -2.52
H19 2.50 -3.14 -0.33
H20 2.27 -5.61 -0.51

Quick look at the natural (NBO) charges, all values in e: 0.85, -0.59, -0.42, 0.33, -0.71, 0.01, 0.48, 0.42, 0.43, 0.43, 0.45, 0.15, -0.26, 0.12, 0.14, 0.49, -0.38, 1.32, -0.47, -0.22, -0.18, -0.17, -0.22, -0.16, -0.47, -0.20, -0.19, -0.19, -0.20, -0.18, -0.15, 0.22, 0.23, 0.24, 0.23, 0.19, 0.22, 0.23, 0.24, 0.23, 0.19, 0.14, -0.04, -0.25, -0.14, -0.16, -0.14, -0.24, 0.80, -0.75, -0.68, 0.25, 0.23, 0.24, 0.25

Entry 2:
Formula: C22H20Cl2F9N2O4SSr
Source: OMol25
Level of theory: wB97M-V/def2-TZVPD

Computed properties:
2S+1: 1
HOMO-LUMO gap, eV: 6.8
M, g mol⁻¹: 737.987
Net charge: -1

Positions of all 61 atoms, in Å:
Sr1 10.95 13.06 5.64
Cl1 14.53 13.05 5.81
C1 15.08 12.83 7.45
C2 16.45 12.77 7.62
C3 17.02 12.79 8.91
C4 16.16 12.78 10.01
C5 14.74 12.81 9.85
Cl2 13.87 12.60 11.31
C6 14.18 12.80 8.52
S1 12.50 12.83 8.18
H1 17.02 12.79 6.68
H2 18.08 12.70 9.08
H3 16.56 12.75 11.00
F1 11.28 17.64 3.46
C7 12.11 17.19 4.47
F2 13.44 17.23 4.04
F3 12.03 18.07 5.52
C8 11.76 15.71 4.86
O1 11.57 14.94 3.93
O2 11.67 15.53 6.11
C9 15.07 6.55 8.81
C10 13.67 6.48 9.44
N1 12.75 7.43 8.81
C11 12.18 8.48 9.65
C12 10.65 8.45 9.76
C13 12.28 7.00 7.55
O3 12.42 5.82 7.13
C14 11.59 8.00 6.65
C15 10.98 7.38 5.56
C16 10.31 8.14 4.60
C17 10.32 9.53 4.76
N2 10.97 10.15 5.73
C18 11.56 9.40 6.72
H4 15.66 5.66 9.08
H5 15.53 7.45 9.21
H6 14.95 6.53 7.72
H7 13.68 6.62 10.52
H8 13.37 5.43 9.28
H9 12.59 9.49 9.34
H10 12.64 8.30 10.65
H11 10.17 9.29 9.26
H12 10.44 8.56 10.86
H13 10.22 7.47 9.47
H14 10.98 6.29 5.47
H15 9.91 7.73 3.68
H16 9.74 10.17 4.05
H17 12.05 10.01 7.47
C19 7.74 13.63 7.82
C20 7.67 12.68 6.63
O4 8.75 12.81 5.80
C21 6.41 13.11 5.82
F4 5.22 12.91 6.55
F5 6.26 12.53 4.58
F6 6.63 14.43 5.58
C22 7.75 11.23 7.21
F7 8.02 10.23 6.33
F8 8.79 11.28 8.14
F9 6.63 10.93 8.00
H18 7.47 14.67 7.50
H19 8.75 13.61 8.27
H20 7.06 13.37 8.64

Quick look at the natural (NBO) charges, all values in e: 1.83, -0.03, -0.07, -0.21, -0.26, -0.21, -0.09, 0.02, -0.18, -0.53, 0.22, 0.21, 0.21, -0.33, 0.88, -0.35, -0.32, 0.67, -0.76, -0.74, -0.61, -0.21, -0.45, -0.22, -0.64, 0.68, -0.64, -0.21, -0.10, -0.27, 0.07, -0.51, 0.07, 0.20, 0.21, 0.22, 0.19, 0.21, 0.22, 0.21, 0.24, 0.22, 0.22, 0.25, 0.22, 0.20, 0.24, -0.64, 0.10, -1.02, 0.97, -0.35, -0.33, -0.32, 0.97, -0.32, -0.35, -0.35, 0.24, 0.24, 0.22

Entry 3:
Formula: C22H20ClN5O3S
Source: OMol25
Level of theory: wB97M-V/def2-TZVPD

Computed properties:
2S+1: 1
HOMO-LUMO gap, eV: 8.9
M, g mol⁻¹: 469.954
Structure (SMILES): C=CCn1c(COc2ccc(Cl)cc2)nnc1SCC(=O)N1CC(=O)Nc2ccccc21

Positions of all 52 atoms, in Å:
C1 4.12 2.55 -3.07
C2 2.84 2.28 -3.26
C3 2.16 1.07 -2.69
N1 1.16 1.47 -1.72
C4 -0.15 1.78 -1.91
C5 -0.86 1.62 -3.21
O1 -0.70 0.31 -3.73
C6 -1.15 -0.74 -2.98
C7 -0.68 -2.00 -3.36
C8 -1.07 -3.13 -2.67
C9 -1.93 -3.01 -1.60
Cl1 -2.40 -4.41 -0.71
C10 -2.42 -1.77 -1.22
C11 -2.03 -0.63 -1.91
N2 -0.69 2.17 -0.79
N3 0.25 2.14 0.16
C12 1.35 1.71 -0.39
S1 2.85 1.36 0.45
C13 2.46 -0.40 0.82
C14 0.97 -0.57 1.10
O2 0.26 -1.10 0.26
N4 0.50 -0.08 2.27
C15 1.29 0.51 3.33
C16 1.21 -0.36 4.59
O3 2.14 -0.56 5.33
N5 -0.03 -0.86 4.81
C17 -1.11 -0.65 3.95
C18 -2.42 -0.86 4.36
C19 -3.46 -0.64 3.48
C20 -3.21 -0.20 2.19
C21 -1.91 0.00 1.76
C22 -0.86 -0.24 2.63
H1 4.58 3.42 -3.49
H2 4.76 1.90 -2.50
H3 2.21 2.94 -3.83
H4 1.65 0.50 -3.47
H5 2.89 0.43 -2.19
H6 -1.91 1.89 -3.08
H7 -0.42 2.28 -3.98
H8 -0.01 -2.06 -4.20
H9 -0.69 -4.10 -2.96
H10 -3.09 -1.69 -0.38
H11 -2.41 0.32 -1.59
H12 2.70 -1.01 -0.06
H13 3.09 -0.70 1.65
H14 0.87 1.49 3.57
H15 2.33 0.64 3.06
H16 -0.19 -1.37 5.66
H17 -2.61 -1.19 5.37
H18 -4.48 -0.80 3.81
H19 -4.03 -0.01 1.52
H20 -1.70 0.35 0.77

Quick look at the natural (NBO) charges, all values in e: -0.36, -0.20, -0.26, -0.35, 0.30, -0.11, -0.52, 0.36, -0.27, -0.20, -0.06, 0.00, -0.18, -0.31, -0.29, -0.28, 0.15, 0.25, -0.61, 0.69, -0.61, -0.45, -0.31, 0.67, -0.59, -0.60, 0.12, -0.25, -0.19, -0.22, -0.19, 0.18, 0.21, 0.20, 0.20, 0.24, 0.23, 0.21, 0.21, 0.22, 0.23, 0.23, 0.23, 0.25, 0.24, 0.23, 0.24, 0.42, 0.21, 0.22, 0.21, 0.24

Entry 4:
Formula: C22H20FN3O3
Source: OMol25
Level of theory: wB97M-V/def2-TZVPD

Computed properties:
2S+1: 1
HOMO-LUMO gap, eV: 7.7
M, g mol⁻¹: 393.418

Positions of all 49 atoms, in Å:
C1 1.35 2.45 1.48
H1 1.47 3.06 2.28
O1 0.10 2.41 1.02
C2 -0.32 1.52 -0.07
C3 0.57 0.73 -1.00
C4 0.08 0.04 -1.87
C5 -1.31 -0.12 -2.02
C6 -2.18 0.68 -1.52
C7 -1.80 1.46 -0.42
O2 -2.54 2.09 0.50
C8 -4.02 2.29 0.29
C9 -4.70 0.83 0.44
C10 -3.98 -0.32 1.33
C11 -4.55 -1.28 1.74
C12 -5.76 -1.72 0.94
C13 -6.44 -0.88 0.30
C14 -5.74 0.21 -0.04
H2 -6.28 1.00 -0.71
H3 -7.18 -1.04 -0.38
F1 -6.35 -2.86 1.43
H4 -4.17 -2.07 2.31
H5 -3.20 0.24 2.09
H6 -4.21 2.53 -0.69
H7 -4.44 2.87 1.14
H8 -3.20 0.71 -1.86
H9 -1.47 -0.58 -3.02
C15 1.18 -0.81 -2.73
N1 1.79 -1.55 -1.99
C16 2.62 -1.53 -0.86
C17 3.74 -0.57 -1.05
C18 4.66 -0.31 -0.16
C19 4.59 -1.28 0.90
C20 3.67 -2.17 1.18
C21 2.66 -2.44 0.14
H10 1.87 -3.12 0.26
H11 3.65 -2.66 2.06
N2 5.71 -0.87 1.64
C22 6.39 0.17 1.49
O3 7.36 0.75 1.66
N3 5.61 0.54 0.13
H12 6.12 1.03 -0.46
H13 5.81 -1.22 2.93
H14 3.66 0.06 -1.96
H15 1.01 -2.53 -1.65
H16 1.85 0.11 -3.13
H17 0.86 -1.13 -3.63
H18 1.68 0.89 -0.60
H19 2.00 2.80 0.64
H20 1.79 1.57 1.51

Quick look at the natural (NBO) charges, all values in e: -0.22, 0.19, -0.50, 0.29, -0.27, -0.09, -0.21, -0.29, 0.27, -0.49, -0.08, -0.01, -0.17, -0.28, 0.44, -0.35, -0.20, 0.18, 0.24, -0.34, 0.23, 0.22, 0.20, 0.23, 0.22, 0.20, -0.16, -0.54, 0.21, -0.30, 0.15, 0.10, -0.20, -0.31, 0.21, 0.21, -0.54, 0.80, -0.55, -0.66, 0.38, 0.38, 0.20, 0.32, 0.17, 0.20, 0.23, 0.14, 0.17

Entry 5:
Formula: C22H20I3IrN5O3
Source: OMol25
Level of theory: wB97M-V/def2-TZVPD

Computed properties:
Expectation value of S²: 8.814
2S+1: 6
HOMO-LUMO gap (spin up / spin down), eV: 7.4 / 3.5
M, g mol⁻¹: 975.363
Net charge: +2

Positions of all 54 atoms, in Å:
Ir1 -0.02 0.72 0.04
I1 0.46 -0.08 5.42
C1 1.88 -0.09 3.93
C2 3.22 -0.22 4.22
C3 4.18 -0.24 3.21
I2 6.16 -0.41 3.77
C4 3.80 -0.17 1.82
C5 4.71 -0.24 0.74
C6 4.24 -0.20 -0.54
C7 2.87 -0.08 -0.77
N1 2.00 0.01 0.24
C8 2.45 -0.04 1.51
C9 1.43 0.04 2.57
O1 0.23 0.19 2.26
H1 3.53 -0.29 5.25
H2 5.77 -0.33 0.94
H3 4.91 -0.27 -1.39
H4 2.46 -0.07 -1.77
I3 -0.08 9.62 -0.24
C10 -0.02 7.61 -0.17
C11 1.21 6.97 0.11
C12 1.25 5.61 0.12
C13 0.07 4.87 -0.15
C14 -1.14 5.52 -0.43
C15 -1.21 6.88 -0.43
C16 0.12 3.37 -0.13
O2 0.95 2.80 0.60
O3 -0.70 2.74 -0.84
H5 2.11 7.55 0.31
H6 2.16 5.08 0.35
H7 -2.02 4.92 -0.64
H8 -2.14 7.40 -0.63
C17 -2.49 -0.53 1.27
N2 -2.15 0.14 -0.04
C18 -2.48 -0.84 -1.14
N3 -3.86 -1.23 -1.09
C19 -4.14 -1.86 0.21
N4 -3.88 -0.93 1.32
C20 -4.72 0.25 1.15
N5 -4.46 0.92 -0.14
C21 -3.08 1.32 -0.19
C22 -4.71 -0.05 -1.22
H9 -2.26 0.16 2.08
H10 -1.85 -1.41 1.37
H11 -1.84 -1.71 -1.01
H12 -2.25 -0.36 -2.09
H13 -3.52 -2.75 0.33
H14 -5.19 -2.15 0.24
H15 -4.52 0.96 1.96
H16 -5.77 -0.05 1.19
H17 -2.86 2.02 0.62
H18 -2.86 1.79 -1.15
H19 -4.52 0.43 -2.18
H20 -5.76 -0.35 -1.19

Quick look at the natural (NBO) charges, all values in e: 1.27, 0.33, -0.21, -0.26, -0.08, 0.34, -0.14, -0.08, -0.23, 0.10, -0.50, 0.12, 0.48, -0.60, 0.26, 0.25, 0.26, 0.23, 0.70, -0.17, -0.18, -0.16, 0.01, -0.17, -0.18, 0.73, -0.68, -0.70, 0.26, 0.26, 0.26, 0.26, -0.08, -0.54, -0.08, -0.44, -0.08, -0.45, -0.08, -0.45, -0.07, -0.08, 0.22, 0.21, 0.21, 0.21, 0.21, 0.22, 0.20, 0.22, 0.20, 0.22, 0.21, 0.22

Entry 6:
Formula: C22H20N2O6S
Source: OMol25
Level of theory: wB97M-V/def2-TZVPD

Computed properties:
2S+1: 1
HOMO-LUMO gap, eV: 8.3
M, g mol⁻¹: 440.477
Structure (SMILES): O=C(COC(=O)c1cccc(S(=O)(=O)N2CCc3ccccc32)c1)NCc1ccco1

Positions of all 51 atoms, in Å:
O1 1.84 -2.72 -5.11
C1 1.33 -1.76 -4.60
C2 0.00 -1.19 -5.11
O2 -0.70 -0.44 -4.12
C3 -1.15 -1.15 -3.07
O3 -1.02 -2.34 -2.97
C4 -1.78 -0.28 -2.04
C5 -2.39 0.93 -2.37
C6 -2.96 1.71 -1.37
C7 -2.91 1.29 -0.05
C8 -2.30 0.10 0.26
S1 -2.19 -0.41 1.98
O4 -1.23 -1.46 2.10
O5 -3.51 -0.62 2.50
N1 -1.63 1.01 2.68
C9 -2.16 1.42 3.99
C10 -0.96 1.93 4.80
C11 0.17 1.90 3.81
C12 1.47 2.32 3.93
C13 2.33 2.17 2.85
C14 1.89 1.60 1.68
C15 0.57 1.16 1.54
C16 -0.28 1.33 2.62
C17 -1.75 -0.71 -0.72
N2 1.88 -1.05 -3.59
C18 2.99 -1.56 -2.80
C19 2.56 -1.76 -1.38
C20 1.48 -2.39 -0.85
C21 1.55 -2.21 0.55
C22 2.68 -1.49 0.77
O6 3.30 -1.20 -0.40
H1 0.18 -0.50 -5.93
H2 -0.61 -2.03 -5.46
H3 -2.41 1.25 -3.40
H4 -3.44 2.64 -1.63
H5 -3.35 1.88 0.74
H6 -2.90 2.21 3.82
H7 -2.67 0.58 4.45
H8 -0.74 1.28 5.65
H9 -1.13 2.94 5.19
H10 1.82 2.76 4.86
H11 3.36 2.50 2.93
H12 2.57 1.48 0.84
H13 0.23 0.70 0.63
H14 -1.28 -1.64 -0.44
H15 1.37 -0.27 -3.21
H16 3.82 -0.85 -2.83
H17 3.29 -2.50 -3.27
H18 0.72 -2.92 -1.40
H19 0.85 -2.54 1.29
H20 3.14 -1.13 1.67

Quick look at the natural (NBO) charges, all values in e: -0.61, 0.66, -0.17, -0.51, 0.77, -0.57, -0.10, -0.16, -0.22, -0.15, -0.33, 2.33, -0.93, -0.93, -0.70, -0.20, -0.44, -0.06, -0.19, -0.23, -0.19, -0.27, 0.22, -0.17, -0.61, -0.28, 0.25, -0.33, -0.30, 0.08, -0.41, 0.22, 0.23, 0.23, 0.23, 0.24, 0.20, 0.23, 0.22, 0.22, 0.21, 0.21, 0.22, 0.22, 0.26, 0.40, 0.21, 0.25, 0.25, 0.25, 0.21

Entry 7:
Formula: C22H20N4O3
Source: OMol25
Level of theory: wB97M-V/def2-TZVPD

Computed properties:
2S+1: 1
HOMO-LUMO gap, eV: 8.5
M, g mol⁻¹: 388.427
Structure (SMILES): O=C1C(=O)N(CCCn2ccnc2)[C@@H](c2cccnc2)/C1=C(/O)c1ccccc1

Positions of all 49 atoms, in Å:
O1 -0.13 -3.74 0.98
C1 0.26 -2.70 0.47
C2 1.55 -2.48 -0.30
O2 2.45 -3.26 -0.50
N1 1.52 -1.20 -0.74
C3 2.59 -0.63 -1.52
C4 3.44 0.38 -0.75
C5 3.96 -0.17 0.59
N2 2.97 -0.06 1.63
C6 2.43 1.10 2.11
C7 1.52 0.74 3.05
N3 1.48 -0.61 3.16
C8 2.35 -1.06 2.31
C9 0.35 -0.44 -0.35
C10 -0.45 0.05 -1.54
C11 -0.83 1.38 -1.67
C12 -1.61 1.75 -2.75
C13 -1.98 0.77 -3.66
N4 -1.62 -0.50 -3.55
C14 -0.87 -0.85 -2.52
C15 -0.44 -1.44 0.45
C16 -1.69 -1.31 0.99
O3 -2.29 -2.33 1.57
C17 -2.45 -0.05 0.91
C18 -1.92 1.13 1.41
C19 -2.64 2.31 1.31
C20 -3.88 2.32 0.69
C21 -4.41 1.14 0.20
C22 -3.71 -0.05 0.31
H1 2.17 -0.16 -2.41
H2 3.21 -1.48 -1.83
H3 2.87 1.29 -0.57
H4 4.29 0.64 -1.38
H5 4.23 -1.22 0.48
H6 4.85 0.39 0.89
H7 2.76 2.06 1.77
H8 0.89 1.36 3.67
H9 2.58 -2.10 2.16
H10 0.64 0.43 0.26
H11 -0.52 2.11 -0.94
H12 -1.93 2.77 -2.88
H13 -2.60 1.00 -4.52
H14 -0.60 -1.89 -2.47
H15 -1.69 -3.12 1.55
H16 -0.96 1.11 1.91
H17 -2.23 3.22 1.71
H18 -4.43 3.24 0.60
H19 -5.38 1.14 -0.28
H20 -4.12 -0.97 -0.06

Quick look at the natural (NBO) charges, all values in e: -0.57, 0.45, 0.59, -0.59, -0.41, -0.23, -0.41, -0.22, -0.35, -0.13, -0.09, -0.46, 0.16, -0.08, -0.08, -0.16, -0.25, 0.03, -0.41, 0.04, -0.24, 0.46, -0.63, -0.04, -0.22, -0.20, -0.20, -0.19, -0.20, 0.21, 0.24, 0.20, 0.22, 0.23, 0.21, 0.22, 0.21, 0.21, 0.22, 0.22, 0.22, 0.19, 0.20, 0.52, 0.23, 0.22, 0.22, 0.22, 0.23

Entry 8:
Formula: C22H20N4O8S
Source: OMol25
Level of theory: wB97M-V/def2-TZVPD

Computed properties:
2S+1: 1
HOMO-LUMO gap, eV: 7.5
M, g mol⁻¹: 500.489
Structure (SMILES): COc1ccccc1NS(=O)(=O)c1ccc(N/N=C/c2ccccc2OCC(=O)O)c([N+](=O)[O-])c1

Positions of all 55 atoms, in Å:
C1 0.23 -1.80 1.36
O1 1.59 -1.84 1.02
C2 2.42 -0.85 1.48
C3 2.01 0.23 2.26
C4 2.94 1.19 2.63
C5 4.26 1.09 2.25
C6 4.67 0.01 1.48
C7 3.76 -0.96 1.09
N1 4.17 -2.00 0.24
S1 4.55 -1.51 -1.33
O2 5.81 -0.82 -1.31
O3 4.39 -2.66 -2.16
C8 3.22 -0.34 -1.57
C9 1.94 -0.83 -1.80
C10 0.86 -0.02 -1.61
C11 1.01 1.30 -1.14
N2 -0.10 2.02 -0.84
N3 -1.30 1.43 -0.85
C12 -2.33 2.09 -0.51
C13 -3.64 1.51 -0.44
C14 -4.73 2.32 -0.12
C15 -6.01 1.82 -0.01
C16 -6.22 0.47 -0.22
C17 -5.16 -0.37 -0.55
C18 -3.87 0.13 -0.67
O4 -2.79 -0.62 -1.00
C19 -2.94 -2.01 -1.13
C20 -3.27 -2.69 0.19
O5 -3.14 -2.20 1.28
O6 -3.71 -3.93 0.00
C21 2.32 1.81 -0.97
N4 2.59 3.12 -0.50
O7 3.74 3.44 -0.31
O8 1.64 3.87 -0.29
C22 3.42 0.96 -1.18
H1 -0.27 -0.92 0.93
H2 -0.21 -2.70 0.94
H3 0.08 -1.80 2.44
H4 0.98 0.33 2.55
H5 2.61 2.03 3.22
H6 4.97 1.85 2.54
H7 5.69 -0.08 1.14
H8 3.49 -2.75 0.20
H9 1.84 -1.85 -2.12
H10 -0.15 -0.36 -1.77
H11 0.02 2.99 -0.54
H12 -2.26 3.15 -0.23
H13 -4.55 3.37 0.06
H14 -6.83 2.47 0.24
H15 -7.21 0.05 -0.14
H16 -5.37 -1.42 -0.70
H17 -3.69 -2.29 -1.88
H18 -1.97 -2.38 -1.46
H19 -3.89 -4.38 0.84
H20 4.41 1.34 -1.02

Quick look at the natural (NBO) charges, all values in e: -0.25, -0.52, 0.26, -0.29, -0.20, -0.23, -0.22, 0.15, -0.86, 2.32, -0.92, -0.93, -0.40, -0.13, -0.27, 0.22, -0.40, -0.22, 0.07, -0.18, -0.15, -0.24, -0.18, -0.31, 0.41, -0.48, -0.18, 0.76, -0.57, -0.68, -0.01, 0.53, -0.37, -0.43, -0.12, 0.19, 0.19, 0.19, 0.23, 0.22, 0.22, 0.24, 0.42, 0.24, 0.25, 0.41, 0.16, 0.21, 0.22, 0.22, 0.21, 0.21, 0.23, 0.51, 0.28

Computed values of relative energy (zero: lowest compared OMol25 entry of this formula, charge and spin) (unit: kJ/mol) for the preceding records, in sequence: 150.2; 26.0; 5.5; 1749.4; 0.0; 0.0; 66.4; 0.0.